This record from the Open Molecules 2025 dataset describes 2 unconnected molecules or ions with the total composition C11H27Cl2N2O. The level of theory is ωB97M-V/def2-TZVPD.

Properties
Highest occupied orbital energy ... -13.391 eV
Kohn-Sham gap ... 0.40952 Ha
LUMO ... -2.2 eV
Total charge ... +1

CARTESIAN COORDINATES (ANGSTROEM)
Cl 3.49049 -2.61623 0.46453
Cl 2.43417 -1.81491 3.09085
O -1.29299 2.61873 0.58066
N -0.70647 -1.02517 0.24170
N -0.67672 0.04972 -0.72103
C -1.99761 0.36513 -1.40142
C 0.32881 -1.52418 -2.37122
C -1.30139 -0.60422 1.52515
C 2.77076 1.97638 0.41483
C 1.85570 0.09433 -1.10852
C 2.12095 -2.67948 1.58043
C 0.45622 -0.15271 -1.71702
C -2.16721 1.87858 -1.46642
C -2.52797 2.49078 -0.12167
C 2.01576 0.63854 0.32811
C -1.35321 -1.81456 2.45633
H -0.89283 -1.59034 3.41830
H -1.28204 -1.75245 -0.17276
H 3.84535 1.81602 0.53645
H 1.18435 -1.64414 -3.04378
H 2.35164 0.79914 -1.78662
H 2.55407 -0.11735 0.90998
H 2.43222 2.57262 1.26441
H -1.99809 -0.09988 -2.38631
H -2.29630 -0.16341 1.37842
H 2.40820 -0.84760 -1.19575
H -0.57124 -1.64379 -2.97830
H -2.36604 -2.18481 2.62324
H -2.76834 -0.10949 -0.78874
H 1.27803 -2.20286 1.09288
H -3.04493 3.44710 -0.24299
H -1.20280 2.31729 -1.75485
H -2.87838 2.14940 -2.25104
H 2.63118 2.58045 -0.48929
H 0.25610 0.61448 -2.47617
H 0.38618 -2.32758 -1.63368
H 1.91636 -3.71691 1.81706
H -1.37062 3.22833 1.31048
H -3.19375 1.82070 0.43895
H -0.77650 -2.64199 2.02719
H 1.05765 0.74704 0.84545
H -0.65883 0.18152 1.93240
H -0.44988 0.88778 -0.17017

This record from the Open Molecules 2025 dataset describes a molecular structure, C25H22BrINO2PdS2SeSi. The level of theory is ωB97M-V/def2-TZVPD.

Properties
Highest occupied orbital energy ... -4.259 eV
Kohn-Sham gap ... 0.24007 Ha
LUMO ... 2.3 eV
Relative energy (zero: lowest compared OMol25 entry of this formula, charge and spin) ... 68.0 kJ/mol
Total charge ... -1

CARTESIAN COORDINATES (ANGSTROEM)
I 2.04633 -2.78450 -1.38287
Pd 0.68024 -0.06292 -0.33838
Br 4.02388 4.78126 -4.76856
Se 0.09551 -1.51599 1.54183
S 3.30346 -0.04776 0.62865
S 0.69085 0.44198 2.51651
Si -2.14487 -1.12683 2.05568
O -0.19168 2.82569 -0.27134
O 1.11109 1.53161 -1.58141
N 1.04172 6.20818 -2.33231
C 1.15455 3.84434 -1.93271
C -2.29143 -1.52440 3.88219
C 4.60499 -0.30553 3.01058
C 0.62472 5.10873 -1.70737
C -2.10872 -2.34497 -2.76192
C 4.70304 -0.39145 4.38057
C -2.64618 0.63492 1.71838
C -0.23113 -4.36323 -2.41326
C 3.37238 -0.09328 2.35169
C 2.35274 -0.06088 4.59266
C 2.02772 6.08077 -3.21425
C -3.07270 -2.34639 0.98332
C 2.61826 4.85965 -3.49439
C -2.38700 -3.67189 -3.17210
C 3.57392 -0.27444 5.19674
C -2.81276 -0.04688 -2.66221
C 0.07194 -3.09397 -1.99942
C -0.71462 -0.68907 -1.59507
C -3.06045 -1.33399 -3.03282
C -1.64875 0.26257 -1.93354
C 2.18420 3.71571 -2.85288
C 0.61412 2.63803 -1.17879
C 2.24689 0.04691 3.20327
C -0.88562 -2.02754 -2.08975
C -1.48210 -4.66861 -2.97842
H -1.86438 -2.50347 4.10660
H -2.72717 0.80559 0.65013
H -0.17359 5.21691 -0.98388
H -1.75087 -0.77526 4.46308
H -3.33900 -3.87038 -3.65135
H -3.33423 -1.52243 4.20991
H -2.94368 -2.09034 -0.06949
H 5.67535 -0.55688 4.83145
H -2.71464 -3.36696 1.13446
H 1.45341 0.03687 5.18889
H 5.48928 -0.40665 2.39429
H -3.52266 0.73967 -2.89135
H -1.50873 1.27719 -1.58509
H 2.61577 2.74243 -3.04050
H 0.51936 -5.13820 -2.33191
H 3.65290 -0.34806 6.27334
H -1.92637 1.35637 2.10890
H -3.62000 0.83151 2.17774
H -3.97036 -1.60616 -3.55501
H -4.14222 -2.32465 1.20921
H -1.69670 -5.68311 -3.29021
H 2.36399 6.98016 -3.71753

This record from the Open Molecules 2025 dataset describes 2 unconnected molecules or ions with the total composition H4O2 in a non-equilibrium geometry. The level of theory is ωB97M-V/def2-TZVPD.

Properties
Highest occupied orbital energy ... -11.300 eV
SMILES ... O.O
Kohn-Sham gap ... 0.44340 Ha
LUMO ... 0.8 eV
Relative energy (zero: lowest compared OMol25 entry of this formula, charge and spin) ... 17.1 kJ/mol

CARTESIAN COORDINATES (ANGSTROEM)
O 1.22424 1.34655 0.40721
O -0.92293 -0.97185 -0.51426
H -0.18258 -1.44649 -0.14989
H 0.49725 0.82570 0.10311
H 0.84652 1.80203 1.22972
H -1.46250 -1.55594 -1.07588

This record from the Open Molecules 2025 dataset describes a single C7H11ClFN3O3S2 molecule in a non-equilibrium geometry. The level of theory is ωB97M-V/def2-TZVPD.

Properties
Highest occupied orbital energy ... -10.062 eV
SMILES ... CC[C@H](Cl)N(CCSc1nnco1)S(=O)(=O)F
Kohn-Sham gap ... 0.38004 Ha
LUMO ... 0.3 eV

CARTESIAN COORDINATES (ANGSTROEM)
Cl 3.31154 0.03269 1.04305
S 1.88393 2.46538 -0.19634
S -2.71971 0.72236 -1.77144
F 2.15411 2.85509 1.36034
O -2.21580 -1.60197 -0.55151
O 1.07046 3.54468 -0.72619
O 3.11832 2.42072 -0.95836
N -3.79419 -0.45482 0.61694
N -3.50896 -1.64437 1.24685
N 1.05240 1.00156 -0.21546
C 0.11938 0.92320 -1.36986
C 0.77659 -1.37702 1.84099
C 1.94963 -0.17770 -0.15580
C -2.58950 -2.30979 0.57876
C -2.99615 -0.48238 -0.44580
C 1.18066 -1.48731 0.31453
C -1.25027 1.66358 -1.13321
H 1.91296 -2.33802 0.24688
H -2.09051 -3.27186 0.77851
H -1.25507 2.66714 -1.63037
H 0.58107 1.38098 -2.29012
H 0.33883 -1.75448 -0.36428
H 0.75524 -0.29500 2.13669
H 2.37578 -0.43551 -1.16350
H -0.11350 -0.13397 -1.64066
H -0.20448 -1.87548 2.00985
H 1.57833 -1.83983 2.47337
H -1.42111 1.80214 -0.03386

This record from the Open Molecules 2025 dataset describes a molecular structure, C43H34BCl2F4IrN9O3P2 in a non-equilibrium geometry. The level of theory is ωB97M-V/def2-TZVPD.

Properties
Highest occupied orbital energy ... -5.908 eV
Kohn-Sham gap ... 0.26223 Ha
LUMO ... 1.2 eV
Relative energy (zero: lowest compared OMol25 entry of this formula, charge and spin) ... 242.3 kJ/mol
Total charge ... -1

CARTESIAN COORDINATES (ANGSTROEM)
Ir 0.10366 0.00829 0.48949
Cl 0.71914 -0.40881 -4.55702
Cl 1.51263 -2.47935 -2.63872
P 2.25812 -0.10077 1.35382
P -1.11894 -1.67648 1.42726
F -2.40486 -0.81798 -3.64441
F -1.46009 -1.13559 -1.54001
F -3.54025 -1.99206 -2.04788
F -1.67826 -2.91118 -3.02112
O 1.50650 0.00996 -1.01843
O 1.06725 -1.67182 3.25106
O 2.65162 1.19023 -2.49529
N -2.12016 3.12886 -1.31479
N -1.13734 1.47610 4.09422
N -0.66839 1.02108 2.05741
N -2.06340 2.67892 1.01591
N -1.41946 2.60578 -2.37220
N -1.84674 2.33746 3.34825
N -0.44168 0.68798 3.36288
N -0.74671 1.54795 -0.63969
N -0.63065 1.68837 -1.99848
C 2.94470 1.54009 0.97903
C 0.22480 -2.78888 5.18257
C -1.22036 -3.13563 0.36513
C -0.03424 -4.95067 -0.66806
C -1.55272 2.01796 2.09815
C -5.16819 0.46545 1.92432
C -1.67309 2.45422 -0.29074
C 1.40942 -2.33983 6.04722
C -2.43050 -3.73138 0.04002
C 3.88177 0.39037 3.70424
C -0.02085 -3.73933 -0.00135
C -1.97421 -3.42389 3.51446
C 0.10057 -2.36140 3.87174
C 3.40763 -0.71453 5.81052
C 4.88474 -2.28080 -0.97745
C 3.26760 -2.67349 1.23331
C 2.23685 -3.56511 6.46366
C 2.05751 -1.08300 3.94188
C 4.18851 0.13971 5.03972
C 4.83596 -3.52696 -0.37534
C 2.29818 -1.36140 5.27139
C 2.11764 2.65465 1.08393
C -4.45312 0.07598 3.04606
C -1.87095 -3.94742 4.79809
C 4.11720 -1.23463 -0.48719
C -2.77494 -0.93186 1.63538
C 2.78324 -0.23096 3.12874
C -3.26264 -0.62132 2.90607
C 4.28671 1.72168 0.65219
C -4.68692 0.16360 0.65909
C 0.87280 -1.63951 7.30363
C -1.24440 -5.55668 -0.97994
C 3.31616 -1.41286 0.63718
C -2.43684 -4.94633 -0.63062
C -3.48997 -0.51936 0.50906
C 1.84444 -0.85979 -3.28155
C 3.94437 4.09298 0.47494
C -0.98526 -2.56934 3.04256
C -0.80454 -3.61108 5.62816
C 4.01567 -3.72382 0.72588
C 2.61464 3.92241 0.82653
C 4.78220 2.99174 0.40190
C 1.96726 0.23259 -2.21187
B -2.27535 -1.72534 -2.61978
H 1.62361 -4.26097 7.03901
H -3.13026 -0.74278 -0.48054
H -1.25661 -6.49046 -1.52764
H -2.64995 -4.59950 5.17016
H 5.42164 -4.34672 -0.77151
H 4.96126 0.87999 0.60020
H 0.30430 -0.74788 7.03805
H -0.77781 -4.00022 6.63962
H 3.95534 -4.69699 1.19656
H 5.50253 -2.12056 -1.85177
H 5.82370 3.11389 0.13362
H 4.13320 -0.28556 -1.00429
H 3.08142 -3.26226 7.08522
H 2.62496 -4.09030 5.58990
H 0.22218 -2.30924 7.86820
H -4.80591 0.33277 4.03664
H 4.49085 1.08023 3.13571
H -5.23044 0.46646 -0.22634
H 1.07629 2.54275 1.34881
H -3.36502 -3.24323 0.28237
H 1.95113 4.77466 0.89109
H -2.83790 -3.65246 2.90262
H -3.38163 -5.39413 -0.90932
H 2.63589 -2.84970 2.09192
H -6.09288 1.01824 2.03711
H 2.82498 -0.91064 -3.74455
H 1.69553 -1.34444 7.95701
H 0.92026 -3.24884 0.21450
H 0.89956 -5.40811 -0.97178
H -2.75889 3.38236 1.19106
H -2.70384 -0.88881 3.79137
H 5.04067 0.63251 5.48875
H 4.32741 5.08201 0.25869
H 3.67049 -0.87950 6.84905

This record from the Open Molecules 2025 dataset describes 7 unconnected molecules or ions with the total composition C6H22FNO9 in a non-equilibrium geometry. The level of theory is ωB97M-V/def2-TZVPD.

Properties
Highest occupied orbital energy ... -9.702 eV
SMILES ... NCC[C@@H](CC(=O)F)OC=O.O.O.O.O.O.O
Kohn-Sham gap ... 0.36098 Ha
LUMO ... 0.1 eV

CARTESIAN COORDINATES (ANGSTROEM)
F 0.23474 -0.79988 1.50409
O -1.57157 -4.15838 0.18324
O -1.78666 2.13664 -1.09758
O -1.25728 -0.60108 -0.03501
O 1.09450 -3.77701 1.07687
O 0.71176 -5.39107 -1.78112
O 1.62639 1.69134 -3.81187
O 1.83012 -5.91950 2.91306
O -0.77477 -0.61267 4.37632
O -3.04216 1.60754 0.63257
N 0.11714 5.15682 0.03074
C 0.41218 3.13519 -1.50649
C -0.40591 -0.09625 0.52243
C -2.37649 2.37805 0.09565
C 0.99938 4.06328 -0.41513
C 0.14781 1.27933 0.26402
C -0.35545 1.87925 -1.04325
H 1.40456 3.55248 0.46034
H -2.28333 3.37009 0.57461
H -0.14565 5.68796 -0.78956
H 2.23960 1.20451 -4.37487
H -0.48025 -0.69557 3.46203
H -1.71612 -0.42015 4.30715
H 0.36789 -5.58505 -2.65928
H -1.85634 -3.33470 -0.23078
H -0.22068 3.75464 -2.14660
H -2.21344 -4.30075 0.88736
H 1.54116 -5.09521 2.49117
H 1.19327 -6.06105 3.62060
H -0.17625 1.12110 -1.80823
H 0.56677 -4.07707 0.32444
H 1.22635 1.11724 0.13554
H 1.23447 2.78822 -2.14699
H 0.51189 -6.18260 -1.26854
H 1.11869 2.23202 -4.42814
H 1.85028 4.57607 -0.87561
H 0.86642 -2.84635 1.15853
H -0.69209 4.80353 0.52279
H 0.06728 1.92960 1.13780

This record from the Open Molecules 2025 dataset describes a single C3H5N3 molecule. The level of theory is ωB97M-V/def2-TZVPD.

Properties
Highest occupied orbital energy (spin up / spin down) ... -7.260 / -7.240 eV
Kohn-Sham gap (spin up / spin down) ... 0.29609 / 0.29629 Ha
LUMO (spin up / spin down) ... 0.8 / 0.8 eV
Relative energy (zero: lowest compared OMol25 entry of this formula, charge and spin) ... 575.1 kJ/mol

CARTESIAN COORDINATES (ANGSTROEM)
N 1.85363 0.09867 -0.27543
N -1.82489 -0.32526 -0.28611
N 1.17197 1.28240 -0.38067
C -0.53389 0.05649 -0.41690
C 0.17606 0.77082 0.57996
C 0.78679 -0.59009 0.26999
H -2.46509 0.11903 0.36026
H -0.10583 1.29126 1.49425
H 0.77319 -1.58536 0.70078
H 2.42167 -0.21336 -1.05590
H -2.25362 -0.90460 -0.99022

This record from the Open Molecules 2025 dataset describes a single C3H7N3O2 molecule in a non-equilibrium geometry. The level of theory is ωB97M-V/def2-TZVPD.

Properties
Highest occupied orbital energy ... -9.056 eV
SMILES ... C=NO/C(CO)=N/N
Kohn-Sham gap ... 0.36513 Ha
LUMO ... 0.9 eV
Relative energy (zero: lowest compared OMol25 entry of this formula, charge and spin) ... 517.6 kJ/mol

CARTESIAN COORDINATES (ANGSTROEM)
O 0.27962 0.69443 -0.66640
O 1.03260 -1.57116 -1.35357
N -0.66322 0.11816 1.37549
N -0.96745 -1.13074 2.06176
N -0.14277 2.00898 -0.46255
C 0.06053 2.63736 -1.55159
C 0.39277 -1.56064 -0.11280
C -0.10873 -0.19320 0.28462
H 0.59178 2.17759 -2.39350
H -0.35315 -1.01887 2.88904
H 1.08834 -1.77910 0.73209
H -1.93821 -1.02869 2.36386
H 1.46043 -0.73085 -1.49091
H -0.41423 -2.29551 -0.00887
H -0.31829 3.67222 -1.66667

no.,M (g/mol)
1,274.26
2,852.86
3,36.03
4,303.77
5,1136.68
6,271.24
7,83.09
8,117.11